DFT (the ωB97M-V functional and the def2-TZVPD basis) results for a cluster of 15 separate species, C81H186N6O15 in total at a distorted geometry.

Gap between HOMO and LUMO   7.81 eV
HOMO energy   -7.82 eV
Electronic energy   -4654.220723 a.u.
Charge   0
Spin multiplicity   1

XYZ file:
```
288
Properties=species:S:1:pos:R:3:mulliken_charge:R:1
C -1.8484 -8.1704 -1.5517 -1.9337
C -3.3660 -8.3714 -1.2983 1.1522
C -3.9586 -6.9251 -1.1120 -1.0030
C -5.5271 -6.8734 -1.2982 -0.8302
C -5.9642 -7.4188 -2.6705 -1.0221
C -5.3421 -8.8437 -3.0308 1.2725
N -3.9423 -8.9593 -2.5819 0.5414
O -3.2859 -10.0629 -3.1295 -0.5166
C -6.1466 -9.9803 -2.4847 -1.7097
C -5.4165 -8.9507 -4.5788 -1.8587
C -3.5671 -9.1120 0.0630 -1.4839
H -1.3201 -8.0231 -0.6098 0.4278
H -1.5048 -7.4556 -2.2995 0.3767
H -1.3389 -9.0781 -1.8751 0.4683
H -3.9794 -6.3747 -0.1714 0.4054
H -3.4920 -6.2280 -1.8080 0.3509
H -5.8053 -5.8205 -1.2531 0.4377
H -5.8693 -7.4266 -0.4235 0.3197
H -5.6554 -6.7575 -3.4801 0.4412
H -7.0530 -7.3739 -2.6918 0.3770
H -5.6251 -10.8125 -2.9576 0.4077
H -5.9869 -10.0199 -1.4072 0.3583
H -7.2114 -9.8712 -2.6904 0.3731
H -5.1337 -9.9493 -4.9117 0.4147
H -6.4416 -8.7360 -4.8806 0.3756
H -4.7312 -8.1844 -4.9411 0.4919
H -4.5528 -9.5758 0.0241 0.2550
H -3.4712 -8.2914 0.7740 0.3799
H -2.7862 -9.8530 0.2335 0.4097
H -2.8136 -9.8318 -3.9327 0.3215
C 3.3884 0.2956 1.1100 -1.9017
C 2.0018 -0.3106 1.0821 1.8195
C 1.4565 0.1714 2.4345 -1.4483
C -0.0654 0.2474 2.5413 -0.7033
C -0.5196 1.0807 1.4202 -1.3712
C -0.2354 0.5806 0.0132 1.7170
N 1.2276 0.2636 -0.0797 0.3710
O 1.5652 -0.2281 -1.3204 -0.4523
C -1.1836 -0.6286 -0.2610 -1.8379
C -0.4714 1.7996 -0.9167 -1.9093
C 1.9835 -1.7865 1.0935 -1.8257
H 3.2246 1.3499 1.3326 0.4284
H 3.9161 0.2700 0.1566 0.4228
H 4.0550 -0.3076 1.7264 0.3699
H 1.9407 -0.5332 3.1107 0.4961
H 1.7283 1.1781 2.7520 0.3564
H -0.3107 0.7077 3.4984 0.4276
H -0.4456 -0.7728 2.4884 0.2975
H -0.1067 2.0604 1.6607 0.3719
H -1.5874 1.2049 1.6005 0.4802
H -2.1194 -0.1528 -0.5542 0.4772
H -0.7843 -1.2319 -1.0763 0.3932
H -1.2518 -1.3461 0.5568 0.3044
H -0.0346 1.5176 -1.8747 0.4437
H -1.5206 1.9882 -1.1438 0.3638
H 0.1629 2.6589 -0.6990 0.4211
H 0.9848 -2.2214 1.0566 0.3302
H 2.2799 -2.2834 2.0172 0.4254
H 2.6887 -2.1620 0.3520 0.3764
H 2.0325 0.5124 -1.7140 0.3545
C -8.9667 -1.7881 -6.6522 -1.7347
C -8.4324 -0.4740 -6.0397 1.3326
C -6.8651 -0.8699 -5.6654 -1.0138
C -6.0394 0.3928 -5.2717 -0.6601
C -6.0695 1.3866 -6.5191 -1.3039
C -7.5218 1.8902 -6.8259 1.5476
N -8.4692 0.6911 -6.9455 0.2862
O -9.7425 0.9590 -7.3976 -0.4752
C -8.0151 2.8684 -5.6939 -1.7492
C -7.4919 2.7228 -8.2094 -1.6505
C -9.1097 -0.2663 -4.7056 -1.8456
H -10.0093 -1.8436 -6.9650 0.3641
H -8.7501 -2.5704 -5.9247 0.4102
H -8.4203 -2.1250 -7.5331 0.4299
H -6.7461 -1.4150 -4.7290 0.3718
H -6.3246 -1.3003 -6.5085 0.4179
H -5.0399 -0.0008 -5.0869 0.4029
H -6.3498 0.8027 -4.3106 0.3096
H -5.6804 0.8942 -7.4103 0.4586
H -5.3101 2.1381 -6.3034 0.3426
H -8.9447 2.5957 -5.1943 0.3183
H -7.3205 3.1082 -4.8889 0.3174
H -8.2070 3.8249 -6.1801 0.4677
H -7.1887 3.7601 -8.0669 0.3943
H -6.8120 2.2697 -8.9309 0.3733
H -8.4358 2.7579 -8.7533 0.3959
H -8.7230 0.5815 -4.1400 0.3316
H -9.2959 -1.2002 -4.1753 0.3979
H -10.0833 0.1540 -4.9578 0.4250
H -9.7548 0.6998 -8.3219 0.3381
C 0.3176 -2.1047 -9.9351 -1.6112
C 1.1037 -2.5704 -8.6555 1.2231
C 1.0595 -1.5154 -7.4298 -1.1720
C -0.3842 -1.4466 -6.8041 -0.7216
C -0.6728 -2.8979 -6.2923 -1.2332
C -0.5975 -3.9755 -7.4243 1.5134
N 0.6371 -3.8627 -8.1765 0.3805
O 0.8381 -4.9175 -9.0855 -0.4844
C -0.6255 -5.2769 -6.5747 -1.9537
C -1.8627 -4.0920 -8.3141 -1.7351
C 2.6015 -2.6300 -9.1492 -1.7741
H 0.3570 -2.8169 -10.7593 0.3545
H 0.7971 -1.2443 -10.4020 0.4546
H -0.7122 -1.8960 -9.6452 0.2925
H 1.8547 -1.8823 -6.7809 0.4257
H 1.3694 -0.5316 -7.7823 0.3972
H -1.1281 -0.9274 -7.4085 0.3245
H -0.3727 -0.7835 -5.9391 0.4119
H -1.6629 -2.8326 -5.8410 0.3972
H 0.0382 -3.0358 -5.4777 0.4149
H -0.5460 -6.1496 -7.2230 0.4937
H 0.1641 -5.2423 -5.8241 0.4511
H -1.6384 -5.3206 -6.1744 0.4133
H -1.5493 -4.8785 -9.0006 0.4388
H -2.8060 -4.2773 -7.8004 0.4355
H -2.1418 -3.1367 -8.7586 0.2884
H 3.3966 -2.6367 -8.4036 0.3429
H 2.8037 -1.6914 -9.6653 0.4301
H 2.7331 -3.3891 -9.9203 0.4255
H 1.4245 -5.4633 -8.5566 0.3749
C 4.1211 3.0967 7.5470 -1.9870
C 3.3790 2.8694 8.8713 1.3464
C 4.3577 1.8415 9.5721 -1.0113
C 4.0151 1.7422 11.0316 -0.7427
C 3.9492 3.1108 11.6935 -1.2789
C 2.9223 4.1617 11.1582 1.3720
N 3.1427 4.1762 9.6721 0.3174
O 2.5035 5.2286 8.9956 -0.4843
C 1.5046 3.7518 11.6456 -1.4726
C 3.3999 5.5267 11.7480 -1.8419
C 1.9531 2.2098 8.5224 -1.6522
H 4.2176 2.2613 6.8536 0.3963
H 5.0535 3.6468 7.6741 0.4181
H 3.4580 3.6928 6.9201 0.4776
H 4.1896 0.9067 9.0373 0.4195
H 5.3933 2.1800 9.5375 0.3427
H 4.7157 1.0470 11.4941 0.3863
H 3.1047 1.1528 11.1397 0.3624
H 4.9346 3.5660 11.7927 0.4047
H 3.6764 3.1237 12.7487 0.5455
H 1.4895 3.6038 12.7254 0.3597
H 0.8870 4.6466 11.5677 0.4365
H 1.0519 2.9428 11.0722 0.2734
H 3.0635 5.6551 12.7768 0.3666
H 4.4743 5.6656 11.6280 0.4501
H 3.0686 6.3720 11.1448 0.3901
H 1.9126 1.4004 7.7934 0.4443
H 1.1908 2.9224 8.2074 0.3498
H 1.5571 1.8755 9.4813 0.2771
H 3.2097 5.7993 8.6837 0.3331
C 2.9614 9.5968 -1.1064 -1.9198
C 1.9087 9.1359 -0.1941 1.6178
C 2.0338 9.9723 1.1363 -1.2301
C 1.5405 11.4311 0.9982 -0.7761
C 0.1285 11.5796 0.2975 -1.1669
C -0.0277 10.6936 -1.0124 1.4904
N 0.5196 9.3361 -0.7473 0.1995
O 0.2851 8.4246 -1.7836 -0.4897
C -1.5286 10.5493 -1.2664 -1.7147
C 0.6022 11.4115 -2.1983 -1.6775
C 2.2159 7.6601 0.3367 -1.8528
H 3.7880 8.9047 -0.9458 0.5517
H 3.3828 10.5726 -0.8650 0.2824
H 2.7109 9.3648 -2.1416 0.2703
H 1.3800 9.5071 1.8740 0.3614
H 3.0722 10.0461 1.4593 0.3821
H 2.3559 11.9914 0.5407 0.3761
H 1.5229 11.9394 1.9623 0.4259
H -0.1441 12.6038 0.0428 0.3674
H -0.6535 11.1496 0.9233 0.4524
H -1.7544 9.8813 -2.0976 0.3908
H -2.1859 10.5066 -0.3979 0.3649
H -1.9765 11.4855 -1.5995 0.4383
H -0.0351 12.1669 -2.6580 0.4060
H 1.5794 11.8323 -1.9612 0.3363
H 0.7468 10.7021 -3.0131 0.3652
H 1.5740 7.2595 1.1213 0.2756
H 3.2453 7.6264 0.6934 0.4339
H 2.1547 7.0097 -0.5358 0.6293
H 0.3225 7.5833 -1.3227 0.4088
C -6.6836 4.2738 0.2936 -1.2518
C -6.3796 5.7163 -0.1882 0.7057
C -6.5821 6.9232 0.7933 -1.2247
O -5.0167 5.7356 -0.5580 -0.5239
H -6.0229 3.8606 1.0558 0.2885
H -6.6899 3.4449 -0.4142 0.3058
H -7.6057 4.4062 0.8595 0.3283
H -6.9226 5.7555 -1.1325 0.1334
H -7.5087 6.8130 1.3566 0.3353
H -6.6513 7.9496 0.4330 0.3755
H -5.7310 7.0138 1.4683 0.2541
H -4.6857 6.6331 -0.4774 0.2789
C 7.3352 -5.0736 -3.4089 -1.1045
C 6.2403 -5.4546 -4.4234 0.3896
C 5.0025 -5.8719 -3.7432 -1.1873
O 5.8255 -4.2771 -5.0840 -0.5450
H 7.6098 -5.9612 -2.8389 0.3515
H 6.8747 -4.2211 -2.9095 0.2240
H 8.2650 -4.6552 -3.7941 0.3331
H 6.6345 -6.1081 -5.2016 0.3004
H 4.7942 -4.9308 -3.2343 0.3404
H 5.2233 -6.6063 -2.9686 0.3162
H 4.1442 -6.2801 -4.2769 0.2623
H 5.0162 -4.0120 -4.6409 0.3200
C -0.3370 -6.9243 7.7395 -1.2841
C -0.7292 -5.4867 7.4268 0.6282
C 0.2171 -4.8654 6.3757 -1.2670
O -2.0339 -5.5073 6.9349 -0.5753
H -0.6599 -7.2695 8.7218 0.3627
H 0.7303 -7.0656 7.5694 0.3099
H -0.8381 -7.6691 7.1211 0.3377
H -0.7548 -4.9613 8.3815 0.1629
H 1.1753 -4.7723 6.8869 0.3825
H -0.1094 -3.8386 6.2114 0.3193
H 0.1557 -5.2647 5.3633 0.3242
H -2.7153 -5.8882 7.4935 0.2992
C 4.0587 -9.0939 2.5231 -1.4446
C 4.9937 -8.2708 3.3567 0.6724
C 5.4647 -8.8741 4.6538 -1.2368
O 6.0451 -8.1226 2.4568 -0.5484
H 3.9243 -8.7290 1.5048 0.3482
H 3.0395 -9.1413 2.9065 0.3632
H 4.4583 -10.0564 2.2037 0.3331
H 4.5785 -7.2757 3.5163 0.2546
H 5.9869 -9.8101 4.4556 0.3193
H 4.6413 -9.3041 5.2241 0.3397
H 6.0082 -8.1967 5.3124 0.3077
H 6.5210 -7.3823 2.8403 0.2887
C 9.5900 2.0475 0.7910 -1.2246
C 10.6034 0.9344 0.4810 0.7102
C 11.9402 1.0574 1.1049 -1.4576
O 10.1148 -0.3608 0.8948 -0.5322
H 8.8940 1.7738 1.5839 0.3489
H 8.8387 2.2178 0.0199 0.3198
H 10.0766 3.0142 0.9206 0.3093
H 10.8668 0.8919 -0.5758 0.1716
H 12.6392 1.8333 0.7929 0.3638
H 12.5159 0.1586 0.8841 0.3831
H 11.8733 0.9773 2.1899 0.3368
H 10.7908 -0.9983 0.6534 0.2709
C -1.7743 6.5906 4.2167 -1.5655
C -2.5332 5.8677 5.4168 0.5558
C -2.5884 6.9252 6.5437 -1.1715
O -3.8626 5.5201 4.9748 -0.5193
H -0.7811 7.0226 4.3393 0.3983
H -2.3419 7.4714 3.9163 0.3969
H -1.8967 5.9755 3.3252 0.4116
H -2.0218 4.9357 5.6575 0.2593
H -2.7165 7.9465 6.1850 0.2969
H -1.5861 7.0416 6.9559 0.3292
H -3.3116 6.7609 7.3425 0.3355
H -3.9960 6.0409 4.1794 0.2666
C 2.7471 6.7866 -6.6782 -1.2339
C 3.4609 5.5479 -6.1242 0.6077
C 2.5911 4.4212 -5.5866 -1.2074
O 4.2325 4.9794 -7.1382 -0.5742
H 3.3346 7.3422 -7.4091 0.3509
H 2.4301 7.5519 -5.9698 0.2809
H 1.8478 6.4712 -7.2072 0.3070
H 4.2100 5.8835 -5.4070 0.1825
H 3.2474 3.6919 -5.1117 0.3684
H 2.0842 3.8699 -6.3786 0.3116
H 1.8354 4.8386 -4.9213 0.2938
H 4.7841 4.2901 -6.7611 0.3153
C 7.1468 -3.4596 5.2685 -1.1075
C 8.5744 -3.4378 4.7138 0.4334
C 9.7029 -3.6871 5.7457 -1.1575
O 8.6422 -4.3490 3.6479 -0.5470
H 7.0181 -2.6400 5.9755 0.3432
H 7.1818 -4.4399 5.7439 0.2228
H 6.4180 -3.4590 4.4580 0.2926
H 8.6884 -2.4727 4.2203 0.2755
H 10.7236 -3.7423 5.3673 0.3329
H 9.4111 -4.6395 6.1884 0.2925
H 9.6280 -2.9785 6.5705 0.3249
H 9.2463 -4.0371 2.9701 0.2966
C -5.5095 -1.3561 3.3558 -1.2750
C -6.6594 -2.3811 3.4635 0.4556
C -7.6723 -2.1036 2.2967 -1.2030
O -6.0498 -3.6057 3.3190 -0.5259
H -5.8963 -0.3634 3.5861 0.3383
H -5.1913 -1.5090 2.3246 0.2988
H -4.6938 -1.6356 4.0226 0.3931
H -7.0664 -2.3462 4.4741 0.2789
H -7.9611 -1.0796 2.0596 0.3251
H -8.6153 -2.6078 2.5076 0.3234
H -7.3371 -2.5571 1.3640 0.3089
H -5.3345 -3.6452 3.9580 0.2844
```